No. 1
A cluster of 3 separate species, C3H4O3 in total. Source: the OMol25 dataset; level of theory: ωB97M-V/def2-TZVPD.

```
10
Properties=species:S:1:pos:R:3:forces:R:3
C -0.9468 -1.4261 -1.1146 -0.186 -0.099 1.307
C -1.4467 -2.4283 -0.6285 0.286 1.166 -1.065
C 1.6759 0.6545 0.8718 3.566 -9.265 7.377
O -0.1910 -0.4535 -1.5701 0.653 0.303 -0.751
O 1.0565 0.5180 2.1393 -0.502 1.840 -2.735
O 1.7113 1.3915 0.0291 -1.073 4.507 -4.158
H -2.0171 -3.3244 -0.4276 0.381 0.630 -0.005
H 2.5704 -0.5298 1.0168 -2.451 3.305 -0.815
H 0.3453 1.2041 2.1600 0.424 -0.409 0.355
H -0.1301 0.5267 -1.3758 -1.098 -1.978 0.491
```
Positions in Å, forces in eV/Å.

Relative energy (zero: lowest compared OMol25 entry of this formula, charge and spin): 5.184 eV
Charge: 0
E_tot: -342.2654 Ha
Max |F|: 12.37 eV/Å

No. 2
A structure of composition C3H4O3. Source: the OMol25 dataset; level of theory: ωB97M-V/def2-TZVPD.

```
10
Properties=species:S:1:pos:R:3:forces:R:3
C -1.0419 0.2429 0.1402 0.812 0.111 0.210
C 0.3710 0.3281 -0.3947 0.290 4.169 4.669
C -0.1037 -0.9579 0.1670 -3.177 1.108 -2.306
O -2.0744 0.8090 0.3933 0.688 -0.516 -0.300
O 0.7246 0.7847 -1.5913 0.730 0.954 -2.061
O 0.3221 -1.5198 1.2635 2.541 0.093 2.891
H 1.0302 0.9267 0.6118 -1.679 -1.576 -2.440
H -0.3990 -1.6093 -0.5844 -0.545 -1.628 -1.430
H 0.4054 1.7223 -1.6588 0.357 -1.378 -0.003
H 0.7658 -0.7267 1.6534 -0.018 -1.336 0.769
```
Positions in Å, forces in eV/Å.

Relative energy (zero: lowest compared OMol25 entry of this formula, charge and spin): 4.576 eV
Charge: 0
E_tot: -342.2878 Ha
Max |F|: 6.27 eV/Å

Which formula does entry 1 have? C3H4O3

What did the first record say?
A cluster of 3 separate species, C3H4O3 in total. Source: the OMol25 dataset; level of theory: ωB97M-V/def2-TZVPD.

```
10
Properties=species:S:1:pos:R:3:forces:R:3
C -0.9468 -1.4261 -1.1146 -0.186 -0.099 1.307
C -1.4467 -2.4283 -0.6285 0.286 1.166 -1.065
C 1.6759 0.6545 0.8718 3.566 -9.265 7.377
O -0.1910 -0.4535 -1.5701 0.653 0.303 -0.751
O 1.0565 0.5180 2.1393 -0.502 1.840 -2.735
O 1.7113 1.3915 0.0291 -1.073 4.507 -4.158
H -2.0171 -3.3244 -0.4276 0.381 0.630 -0.005
H 2.5704 -0.5298 1.0168 -2.451 3.305 -0.815
H 0.3453 1.2041 2.1600 0.424 -0.409 0.355
H -0.1301 0.5267 -1.3758 -1.098 -1.978 0.491
```
Positions in Å, forces in eV/Å.

Relative energy (zero: lowest compared OMol25 entry of this formula, charge and spin): 5.184 eV
Charge: 0
E_tot: -342.2654 Ha
Max |F|: 12.37 eV/Å